# 1
Computed, not measured: 2 unconnected molecules or ions with the total composition C5H10N2O in a non-equilibrium geometry, with wB97M-V/def2-TZVPD.

Element x y z (Å)
1 H -1.0774 0.7687 -1.4821
2 H -0.2775 -2.2587 0.4261
3 C -1.0505 -1.6510 0.0482
4 C 1.0893 -0.0135 -0.5355
5 O -3.3074 -0.6988 -0.4700
6 H 1.1619 1.2315 1.7376
7 H 3.1643 0.0186 0.0587
8 H 2.0767 -0.6291 1.2817
9 H -1.4642 1.9076 -0.3406
10 C 0.3687 1.0614 -0.1296
11 C -2.0763 -1.1668 -0.3853
12 H -0.2532 2.0985 1.5084
13 H 0.9794 -0.3234 -1.5628
14 N -0.7039 1.5152 -0.8793
15 N 0.5766 1.7198 1.0788
16 C 2.2637 -0.5767 0.2080
17 H 2.4784 -1.5837 -0.1386
18 H -3.9485 -1.4197 -0.4239

Frontier orbital gap   0.27615 hartree
SMILES   CC=C(N)N.C#CO
E   -381.14556 Ha
Spin multiplicity   1
HOMO level   -7.088 eV
Relative energy (zero: lowest compared OMol25 entry of this formula, charge and spin)   87.8 kcal per mole

Atom charges from the Mulliken analysis, given in e for atoms 1 to 6: 0.2700, 0.3869, -0.1793, -0.3488, -0.4901, 0.2070



# 2
Computed, not measured: 3 unconnected molecules or ions with the total composition C40H57F16NO5Si in a non-equilibrium geometry, with wB97M-V/def2-TZVPD.

Element x y z (Å)
1 H 5.3469 -5.5411 6.5557
2 C 3.2307 -4.7447 4.2010
3 H 5.4534 -5.9532 4.8764
4 H -7.7883 1.3657 -2.1066
5 Si 0.6745 -0.1965 3.2061
6 C -1.1287 -2.3404 4.3178
7 F 6.3632 5.1904 -3.7967
8 C 5.8342 2.7268 -6.2910
9 C 4.1497 -7.2385 6.1039
10 H -6.5939 2.9358 -2.1922
11 H 1.8658 -0.9645 0.9799
12 F 1.3569 -6.1501 4.6815
13 O 7.0268 3.4701 -6.0306
14 O 3.7952 -4.8233 5.5086
15 H 0.1403 0.9313 -3.3802
16 H 4.9628 -8.4502 4.4898
17 F 7.0758 6.9341 -4.8896
18 H -4.4578 0.2023 -3.2509
19 C -2.4316 -3.8051 7.0077
20 C 4.7402 -5.8772 5.7055
21 C -2.2573 -0.4838 1.6841
22 H 1.5353 0.9759 1.0469
23 F 4.1251 4.7418 -4.8533
24 C 3.9986 -8.2291 4.9566
25 C -3.3100 -0.8208 0.4181
26 F 5.6640 5.1999 -6.5848
27 C -1.8971 1.5864 -5.1856
28 F 7.7764 5.2882 -7.0631
29 H -2.3281 -1.5240 8.0083
30 H 3.0868 3.3798 -5.8745
31 H -4.3866 -0.5048 0.7388
32 H 0.5611 1.6028 -0.8557
33 C -1.4234 2.7049 -6.2846
34 H -6.3392 1.3687 -3.3169
35 H 1.2210 -4.1701 4.8216
36 F 3.4795 -9.4041 5.4038
37 H -1.3708 0.5187 -5.2458
38 H -4.5985 3.5786 -3.2517
39 C -6.6732 1.7694 -2.2437
40 H -2.7206 0.2972 3.8918
41 O -3.3793 -2.3267 0.4261
42 H -0.6085 2.4484 -7.1203
43 H 2.8809 0.1054 4.5459
44 O -2.8333 -0.4670 -0.8827
45 F 4.4234 1.2220 -5.1842
46 H -2.7256 -2.6554 -0.2845
47 H -3.1189 6.7937 -5.1081
48 H -1.6014 2.6814 -1.8360
49 H 8.2322 5.3655 -4.4559
50 F 5.6539 2.5192 -3.9440
51 C 0.0834 0.1300 -2.5289
52 F 3.5442 -3.5033 3.7401
53 C 1.7087 -4.9287 4.2034
54 C -3.9714 5.9757 -4.9627
55 C -0.2105 1.4673 3.5684
56 C -6.7165 1.1893 0.3906
57 H 0.2881 -2.5775 2.5984
58 F 2.9681 -7.0424 6.7473
59 H -6.6429 0.1667 0.9949
60 H -1.2733 -4.6447 3.4102
61 C -0.4825 -1.7109 2.9054
62 H -1.8380 2.1812 -0.0474
63 H -1.7613 0.5297 1.3584
64 C -1.4697 -3.9530 4.3584
65 C -2.0775 4.2075 -6.2418
66 H -0.7151 1.9726 2.6116
67 H 0.6441 2.2385 3.8863
68 H -0.3112 0.0476 -0.2420
69 C 1.8846 -0.5131 4.7181
70 H -4.3161 2.8626 -1.2163
71 C -0.3257 0.8422 -1.1018
72 H -4.8671 6.1456 -5.6968
73 C 1.8403 -0.0006 1.6487
74 C 4.9122 2.4984 -5.0833
75 H 1.3799 -0.1142 5.7100
76 H 5.2951 3.1040 -7.1678
77 C 6.8927 4.8881 -6.1088
78 N 2.5456 0.7779 -2.4163
79 C -3.0645 1.8403 -4.0136
80 H -6.4533 2.1033 1.0722
81 O -1.4043 -1.6366 1.7958
82 H 3.1605 0.8763 -1.5686
83 H -7.8633 1.2788 0.0743
84 C -5.8059 1.1313 -1.0073
85 F 4.9923 -7.7872 7.0352
86 H -5.7032 -0.0340 -1.2450
87 C 3.7301 3.4548 -4.9929
88 C -1.6942 1.7414 -1.1489
89 H 2.9490 0.2014 2.0249
90 C -3.2455 4.5029 -5.0939
91 H -0.5988 -0.7935 -2.7653
92 H -2.3807 -5.8889 5.5929
93 C 1.6424 -0.4355 -2.3136
94 C -4.2972 1.7393 -0.8240
95 H 1.6976 -0.8783 -1.2095
96 C -3.3773 0.5904 -3.0312
97 H -1.7261 5.0042 -7.0238
98 C 7.2116 5.5849 -4.7810
99 C -3.7479 3.3291 -4.0140
100 C -3.0781 0.8467 -1.4099
101 H 1.8736 -1.2807 -3.0887
102 H -4.1598 0.5646 2.6331
103 H -0.9692 1.4574 4.4636
104 F 2.9676 3.1719 -3.9027
105 H -2.6493 -0.3105 -3.3218
106 H -4.1223 1.8435 0.3527
107 C -1.4762 -1.4614 5.6543
108 H -1.3003 -0.3057 5.7016
109 C -2.1092 -2.1647 7.0327
110 F 3.1490 -7.7797 4.0037
111 H 3.1141 0.6972 -3.2932
112 H -2.9096 -4.3387 7.9566
113 C -3.2464 -0.1383 2.9435
114 F 1.2024 -4.8470 2.9434
115 H 6.1941 1.7370 -6.5984
116 H 2.1359 -1.6571 4.7364
117 C -2.1401 -4.7363 5.6709
118 H -4.2902 6.0793 -3.8169
119 H -3.7632 -1.1555 3.2950
120 F 3.8649 -5.6170 3.3822

Frontier orbital gap   0.30672 hartree
SMILES   Cc1cccc(C[C@@](CCCCN)(CC(C)C)O[C@@H](O)[C@@H](C)O[C@H](c2ccccc2)[Si](C)(C)C)c1.FC(F)C(F)(F)COC(F)(F)C(F)F.FC(F)C(F)(F)COC(F)(F)C(F)F
E   -3875.80484 Ha
Spin multiplicity   1
HOMO level   -8.146 eV

Atom charges from the Mulliken analysis, given in e for atoms 1 to 6: 0.4184, 0.5783, 0.3093, 0.4350, 0.4108, 0.5954



# 3
Computed, not measured: 2 unconnected molecules or ions with the total composition C4H12 in a non-equilibrium geometry, with wB97M-V/def2-TZVPD.

Element x y z (Å)
1 C -1.4330 -0.0072 1.3135
2 C 1.6081 -0.3236 -1.0232
3 H -1.7285 -0.5467 -0.7432
4 H 1.5131 1.5407 0.2805
5 H 1.5364 1.7646 -1.3420
6 H 3.0440 1.2160 -0.4371
7 C -2.0732 -0.8946 0.2395
8 H 2.4335 -1.0224 -1.0805
9 C 1.9856 1.0377 -0.6326
10 H 0.9909 -0.3538 -1.9325
11 H -0.7543 -0.5270 1.9993
12 H -2.1430 0.4953 1.9657
13 H -1.8920 -1.9459 0.3905
14 H -0.8700 0.8497 0.9045
15 H 0.9214 -0.6153 -0.1610
16 H -3.1390 -0.6675 0.2586

Frontier orbital gap (spin up / spin down)   0.44446 / 0.14950 hartree
E   -159.15131 Ha
Charge   +1
Spin multiplicity   2
HOMO level (spin up / spin down)   -15.478 / -15.361 eV
Relative energy (zero: lowest compared OMol25 entry of this formula, charge and spin)   11.6 kcal per mole

Atom charges from the Mulliken analysis, given in e for atoms 1 to 6: -0.7573, -0.3446, 0.2657, 0.3704, 0.3541, 0.3327



# 4
Computed, not measured: a single C4H7NO molecule, with wB97M-V/def2-TZVPD.

Element x y z (Å)
1 O -1.8610 -0.7677 0.7736
2 H -1.7411 0.2929 -0.9083
3 H 1.5956 -0.4377 1.0081
4 H -1.2942 -1.3232 1.3201
5 N 0.8597 0.7599 -0.6689
6 C 0.1821 -0.5875 -0.7856
7 H -0.5991 2.1566 0.1255
8 C 1.4722 -0.4144 -0.0742
9 H 0.1589 -1.1365 -1.7244
10 H 2.3425 -0.7649 -0.6261
11 C -0.1981 1.1606 0.3177
12 C -1.0642 -0.0369 -0.1150
13 H 0.1469 1.0989 1.3576

Frontier orbital gap   0.38405 hartree
SMILES   O[C@H]1CN2C[C@@H]12
E   -286.52347 Ha
Spin multiplicity   1
HOMO level   -9.567 eV
Relative energy (zero: lowest compared OMol25 entry of this formula, charge and spin)   67.9 kcal per mole

Atom charges from the Mulliken analysis, given in e for atoms 1 to 6: -0.5325, 0.2890, 0.1854, 0.3320, -0.4649, -0.2426